1.
DFT (wB97M-V/def2-TZVPD) results for a structure of composition C29H33BrN2O6Rb.

Last column: Löwdin charge in e.
CARTESIAN COORDINATES (ANGSTROEM)
H (-2.2692, 1.2155, -3.1346)  0.04
N (1.1873, -1.7084, -2.5408)  -0.04
H (-5.2880, 0.7457, 5.1701)  0.09
O (-3.7517, 1.7980, 6.0756)  -0.09
H (0.7188, 4.3770, 2.3164)  0.08
O (1.8756, -2.8422, -4.9445)  0.03
C (-2.8366, 1.8282, 5.0559)  -0.29
H (6.3647, -3.7424, -1.2417)  0.10
C (0.7813, 0.8573, -6.4546)  -0.11
O (-1.7580, 0.0566, 2.1300)  -0.26
C (-4.6779, 0.7357, 6.0781)  -0.10
C (-3.8936, 2.1660, 0.4363)  -0.28
C (1.9749, -1.2247, -6.6656)  -0.04
H (-4.9442, 1.5042, 2.1750)  0.07
C (1.7742, -2.3908, -0.4792)  -0.23
H (4.5019, -3.1937, 3.2899)  0.11
C (1.6064, -3.1601, 0.7681)  -0.64
H (-5.3126, 0.8876, 6.9482)  0.09
H (-4.2307, 0.1997, 1.2446)  0.07
C (0.1695, 2.2835, 2.0634)  -0.41
C (6.2861, -3.2207, 2.0997)  -0.09
H (-3.7925, 2.0514, -3.5123)  0.08
H (-4.3957, 3.1441, 0.3904)  0.12
H (7.8793, -3.2998, 0.6646)  0.10
Rb (-1.0849, -0.1563, -0.2650)  1.03
C (-1.7875, 0.9507, 3.0136)  -0.41
C (4.5901, -3.6993, -0.0481)  -0.04
H (-3.4189, 3.6267, -1.5912)  0.12
H (2.7026, -1.8209, -0.5737)  0.13
Br (-0.1618, -3.4110, 1.3909)  0.79
C (-2.9147, 2.6499, -1.6456)  -0.29
C (4.9181, -3.3096, 2.2972)  -0.04
O (-0.7766, -0.3385, -2.7906)  -0.40
C (-0.0125, -1.2482, -3.3658)  -0.52
O (0.3050, 1.5926, 1.0542)  -0.13
C (-2.7668, 0.8816, 4.0710)  0.03
C (1.6151, 0.0136, -7.1766)  -0.12
H (1.8865, 3.3605, 1.4438)  0.08
C (4.0523, -3.5319, 1.2249)  -0.22
H (-2.0325, 3.6584, 5.8858)  0.10
H (3.9357, -3.9198, -0.8804)  0.11
C (0.2973, 0.4383, -5.2214)  -0.03
H (2.3580, -4.0582, 2.4803)  0.10
H (-3.4317, 0.0316, 4.0310)  0.10
H (-2.9387, 2.3165, 0.9573)  0.11
H (-5.6952, 1.0108, 0.6437)  0.08
C (2.6063, -3.6120, 1.5251)  -0.12
C (6.8105, -3.3671, 0.8219)  -0.10
C (-4.7455, 1.1561, 1.1602)  -0.07
C (-2.8017, 2.1654, -3.0683)  -0.07
C (5.9614, -3.6114, -0.2462)  -0.08
H (6.9376, -3.0364, 2.9439)  0.10
H (-2.2540, 2.9049, -3.6586)  0.08
C (-1.9520, 2.9289, 5.0938)  -0.04
H (1.9959, 0.3207, -8.1438)  0.09
H (0.5032, 1.8247, -6.8521)  0.09
H (-0.3758, 1.0411, -4.6240)  0.10
N (0.8961, -2.3959, -1.4010)  0.01
C (-1.0103, 3.0151, 4.1051)  -0.06
H (-0.5198, -2.2188, -3.5634)  0.15
H (-0.3293, 3.8562, 4.1326)  0.09
H (1.7488, -2.7905, -3.9781)  0.07
H (-1.9203, 2.7792, -1.1910)  0.12
C (0.6323, -0.7969, -4.6904)  -0.10
H (-4.1744, -0.2317, 6.1552)  0.09
H (1.8824, -0.9714, -2.4156)  0.14
C (1.4890, -1.6224, -5.4264)  -0.28
H (1.7314, 3.2632, 3.2152)  0.08
C (-0.8845, 2.0844, 3.0527)  -0.11
H (2.6338, -1.8912, -7.2064)  0.11
O (-3.6583, 1.7071, -0.8861)  -0.19
C (1.1891, 3.3933, 2.2773)  -0.03

Results
frontier orbital gap	6.970	eV
highest occupied orbital energy	-4.69	eV
M	671.0	g mol⁻¹
spin multiplicity	1
total charge	-1

---

2.
DFT (wB97M-V/def2-TZVPD) results for a structure of composition C29H33BrN2O6Rb at a distorted geometry.

Last column: Löwdin charge in e.
CARTESIAN COORDINATES (ANGSTROEM)
H (-1.0643, 7.1689, -0.7329)  0.09
Br (0.5655, -2.2898, -2.7570)  0.80
C (1.7900, 2.5953, -2.9433)  -0.02
N (2.3660, -1.6289, 1.1993)  0.00
H (-1.2949, -4.4457, -1.9700)  0.04
C (-1.0801, -5.1013, -1.1261)  -0.09
H (-2.5495, 0.0524, -3.4838)  0.07
H (3.9583, -1.8787, 6.9570)  0.09
H (-3.7294, -1.5717, 0.8901)  0.05
C (2.9188, -2.8162, 3.8853)  -0.06
H (-4.1772, -0.7113, -3.5733)  0.09
H (-1.4673, -2.3613, 1.9022)  0.07
C (-2.0218, 2.1001, -1.8479)  -0.44
H (4.2632, 4.8348, -2.3459)  0.10
H (2.8679, -0.7566, 1.3791)  0.13
C (2.0276, -1.7920, 3.5912)  -0.10
N (1.8679, -1.6990, -0.0534)  -0.02
O (0.3077, -0.8924, 2.1046)  -0.36
H (1.8167, 4.7226, -2.7102)  0.10
C (-0.9447, -4.2924, 0.1444)  -0.30
H (-1.8965, -5.8194, -1.0392)  0.08
H (0.9357, -2.8397, 2.0595)  0.12
H (1.1770, 0.1130, -4.0344)  0.11
O (-4.7893, -0.1724, -1.1160)  0.02
C (-3.8661, 0.3185, -1.7604)  -0.47
H (0.5246, 0.0123, 3.4412)  0.10
H (-2.2853, -3.8609, 2.3390)  0.12
C (1.8097, 0.1507, -3.1577)  -0.11
H (-3.7470, -1.8066, 2.6450)  0.08
H (3.0136, -0.1104, -0.6891)  0.12
C (-3.6307, -2.3121, 1.6858)  -0.06
C (-3.3237, -0.4739, -2.9357)  -0.02
O (-2.1239, -3.5194, 0.3028)  -0.20
C (-3.3366, 1.6557, -1.4648)  -0.15
H (-0.1543, -5.6389, -1.3363)  0.08
C (-3.8655, 3.8466, -0.5320)  -0.04
C (3.9183, 1.4893, -2.7371)  -0.05
C (2.5387, -0.8264, 5.7586)  -0.03
H (4.5061, 0.5808, -2.7677)  0.11
C (3.4202, -1.8590, 6.0161)  -0.12
C (3.6188, -2.8668, 5.0809)  -0.12
C (2.2974, -0.8893, -0.9404)  -0.21
O (-2.3441, 5.6223, -0.6699)  -0.09
H (-2.9269, -1.4288, -2.5793)  0.07
O (-1.1188, 1.3290, -2.3144)  -0.21
H (-4.5382, 4.5278, -0.0297)  0.10
H (3.0666, -3.5911, 3.1397)  0.11
C (-1.7170, 3.4801, -1.5930)  0.04
H (-0.9356, 6.0708, -2.1285)  0.09
H (2.3742, -0.0364, 6.4808)  0.11
H (-0.0633, -3.6409, 0.1014)  0.08
Rb (-1.0983, -0.5093, -0.2188)  0.94
C (1.7312, -0.8589, -2.2904)  -0.64
C (2.4097, 3.8156, -2.7240)  -0.08
H (-0.2712, 5.5855, -0.5499)  0.09
H (5.6066, 2.7594, -2.3736)  0.10
H (-0.7294, 3.8067, -1.8868)  0.08
C (-2.2974, -3.0258, 1.6259)  -0.31
O (0.9942, 0.2521, 4.3550)  0.02
H (4.3085, -3.6770, 5.2811)  0.09
H (0.7153, 2.5186, -3.0701)  0.09
H (-0.8216, -4.9578, 1.0092)  0.12
C (4.5355, 2.7149, -2.5263)  -0.09
C (1.8282, -0.7711, 4.5520)  -0.29
H (-5.1601, 2.1572, -0.4828)  0.11
C (3.7820, 3.8795, -2.5141)  -0.10
H (-4.4514, -3.0192, 1.5601)  0.08
C (-4.1946, 2.5432, -0.7869)  -0.04
C (-1.0822, 6.1272, -1.0455)  -0.10
C (-2.6023, 4.3096, -0.9551)  -0.29
C (2.5414, 1.4196, -2.9332)  -0.22
C (1.2974, -1.8115, 2.2398)  -0.47

Results
frontier orbital gap	7.064	eV
highest occupied orbital energy	-4.78	eV
M	671.0	g mol⁻¹
spin multiplicity	1
total charge	-1

---

3.
DFT (wB97M-V/def2-TZVPD) results for a cluster of 2 separate species, C29H33Cl2O3S in total at a distorted geometry.

Last column: Löwdin charge in e.
CARTESIAN COORDINATES (ANGSTROEM)
C (2.5528, 3.3303, 3.5410)  -0.28
H (-2.8598, -1.3105, -2.7582)  0.10
C (3.3866, 3.6347, 4.7611)  -0.07
H (0.5227, 2.6988, -0.9246)  0.12
H (-3.2885, 2.4143, -3.1790)  0.08
H (-2.2883, 1.0190, -3.6658)  0.09
H (4.0340, -5.1554, -2.4062)  0.11
H (2.3325, 5.3851, 2.9255)  0.11
H (-3.1739, -2.4223, 3.5910)  0.08
C (-1.7612, 1.4183, -0.9529)  0.04
C (-3.8722, -0.9394, -2.5646)  -0.05
H (1.2342, 0.6367, 1.9517)  0.07
H (-4.6318, -0.4462, 4.2176)  0.08
C (5.8213, -5.1965, -3.5970)  -0.11
C (-2.9669, 0.7619, -0.9242)  -0.06
C (-1.3892, 1.0443, 1.4070)  0.03
H (1.0651, 4.8119, 0.8421)  0.11
S (2.9352, -2.3838, -2.5561)  0.57
H (6.0313, -6.2454, -3.3942)  0.10
H (-3.6389, -2.1672, 1.8816)  0.07
H (4.0191, -1.9396, -0.4966)  -0.02
H (-0.8890, 1.3202, 2.3255)  0.09
H (5.0581, -1.4723, -4.3770)  0.11
H (-4.4862, -1.1099, -3.4587)  0.08
C (-0.8563, 1.5248, 0.1639)  -0.18
H (-5.2790, 2.0630, -1.6445)  0.09
C (-2.9135, -1.9034, 2.6575)  -0.05
H (-1.9724, 1.0511, 4.1994)  0.09
H (-0.9194, -0.3130, 3.7296)  0.08
H (2.6849, 1.1911, 3.8802)  0.12
C (1.5180, 1.6692, 2.1278)  -0.08
C (1.4191, 4.0099, 1.4961)  -0.02
C (2.2817, 1.9855, 3.2385)  -0.03
C (-2.9263, -0.3796, 2.8608)  -0.54
C (-5.2786, 1.0039, -1.9229)  -0.06
H (-5.9099, 0.8565, -2.8104)  0.08
Cl (2.2322, -0.4152, -0.3023)  0.60
C (4.7058, -4.5627, -3.0234)  -0.05
C (-3.3912, 0.1152, 0.3345)  -0.26
C (-3.2997, 1.3435, -3.4045)  -0.07
C (3.2037, -1.5051, -1.0593)  -0.93
O (2.5469, -1.4456, -3.5932)  -0.40
C (2.1029, 4.3396, 2.6677)  -0.05
H (7.0578, -2.5623, -5.3746)  0.10
C (1.1203, 2.6503, 1.1791)  -0.22
C (-4.3409, 0.0418, 3.2757)  -0.06
C (-3.8391, 0.5530, -2.1999)  -0.54
H (-2.2106, -0.5507, 4.9116)  0.08
C (4.4511, -3.1954, -3.2318)  -0.24
H (2.8956, 3.2174, 5.6557)  0.08
C (5.2806, -2.5067, -4.1266)  -0.06
C (0.3655, 2.2130, 0.0344)  0.01
Cl (8.0183, -5.2263, -5.1453)  0.66
C (6.4007, -3.1228, -4.7129)  -0.11
H (-4.3711, 1.1304, 3.4023)  0.09
C (-1.9424, -0.0229, 3.9912)  -0.07
H (-5.0371, -0.2397, 2.4792)  0.07
H (4.3801, 3.1553, 4.6916)  0.08
H (-5.6774, 0.4220, -1.0884)  0.07
H (-1.5062, 1.9675, -1.8545)  0.11
C (6.6707, -4.4631, -4.4281)  -0.72
H (-4.2953, -1.5060, -1.7313)  0.07
O (2.1259, -3.5698, -2.3429)  -0.40
H (3.5288, 4.7170, 4.9002)  0.07
O (-4.3600, -0.6884, 0.3523)  0.00
C (-2.5503, 0.3207, 1.5255)  -0.06
H (-1.9195, -2.2333, 2.3321)  0.09
H (-3.9409, 1.1833, -4.2791)  0.08

Results
frontier orbital gap	3.913	eV
highest occupied orbital energy	-2.80	eV
M	532.6	g mol⁻¹
spin multiplicity	1
total charge	-1

---

Results for energy relative to the best compared isomer or geometry (same formula, charge and spin): 0.597, 0.084, 2.248 (in eV, following the order of the records).